C2H12O4 | ωB97M-V with the def2-TZVPD basis set

Geometry (Å):
C1 1.16 -0.46 -2.57
C2 1.85 0.15 -1.34
O1 0.95 0.93 -0.56
H1 1.49 -0.06 -3.53
H2 1.12 -1.54 -2.53
H3 0.12 -0.11 -2.54
H4 2.64 0.82 -1.66
H5 2.17 -0.68 -0.71
H6 0.14 0.43 -0.43
O2 -2.40 -0.28 -0.20
H7 -3.01 0.34 0.23
H8 -2.88 -1.12 -0.24
O3 -0.27 1.26 2.21
H9 -0.70 1.50 3.03
H10 0.70 1.40 2.26
O4 -0.54 -1.54 1.84
H11 -1.27 -1.82 1.31
H12 -0.69 -0.57 1.87

Computed properties:
- F_max (eV Å⁻¹) = 1.2
- spin multiplicity = 1
- SMILES = CCO.O.O.O
- calculated total energy (a.u.) = -384.3309
- HOMO-LUMO gap (eV) = 10.19
- E_LUMO (Ha) = 0.014
- net charge = 0
- ΔE to the lowest compared entry with this formula, charge and spin (eV) = 0.8183

***

C6H10O | ωB97M-V with the def2-TZVPD basis set

Geometry (Å):
C1 2.05 0.39 -0.02
C2 0.72 0.00 -0.15
C3 -0.22 -1.46 0.34
C4 -0.98 -0.89 -0.84
C5 -1.65 0.29 -0.13
C6 -0.37 0.62 0.61
O1 0.19 -0.31 -1.43
H1 2.77 0.06 -0.76
H2 2.42 0.60 0.98
H3 1.20 2.03 -0.04
H4 -0.76 -1.66 1.27
H5 0.51 -2.23 0.11
H6 -1.54 -1.50 -1.56
H7 -2.47 -0.01 0.53
H8 -1.98 1.08 -0.81
H9 0.40 2.20 0.22
H10 -0.30 0.78 1.68

Computed properties:
- F_max (eV Å⁻¹) = 0.5
- spin multiplicity = 1
- calculated total energy (a.u.) = -309.6173
- HOMO-LUMO gap (eV) = 7.97
- E_LUMO (Ha) = 0.014
- net charge = 0
- ΔE to the lowest compared entry with this formula, charge and spin (eV) = 6.1257

***

C3H4S | ωB97M-V with the def2-TZVPD basis set

Geometry (Å):
C1 0.81 0.99 0.31
C2 -0.39 0.51 0.19
C3 -0.43 -1.21 -0.56
S1 -1.48 -2.16 0.05
H1 0.73 1.90 0.77
H2 1.66 0.43 0.04
H3 -1.22 1.06 0.56
H4 0.32 -1.51 -1.36

Computed properties:
- F_max (eV Å⁻¹) = 6.8
- spin multiplicity = 3
- calculated total energy (a.u.) = -514.6970
- HOMO-LUMO gap (alpha / beta) (eV) = 7.72 / 8.19
- E_LUMO (alpha / beta) (Ha) = 0.044 / -0.077
- net charge = 0
- ΔE to the lowest compared entry with this formula, charge and spin (eV) = 0.7480

***

C34H27AsN3O4Ru | ωB97M-V with the def2-TZVPD basis set

Geometry (Å):
Ru1 0.36 -1.01 0.25
O1 0.97 -2.89 -0.59
C1 2.09 -3.53 -0.54
C2 2.09 -4.95 -0.47
C3 3.26 -5.67 -0.45
C4 4.50 -5.02 -0.53
C5 4.53 -3.65 -0.61
C6 3.36 -2.88 -0.60
C7 3.49 -1.46 -0.59
N1 2.56 -0.60 -0.36
N2 2.94 0.70 -0.33
C8 2.14 1.49 0.34
O2 1.12 1.11 1.01
C9 2.47 2.95 0.28
C10 3.68 3.39 -0.25
C11 3.95 4.75 -0.31
C12 3.03 5.67 0.17
C13 1.82 5.23 0.70
C14 1.55 3.87 0.76
H1 1.12 -5.44 -0.42
H2 3.22 -6.75 -0.38
H3 5.42 -5.59 -0.52
H4 5.49 -3.14 -0.66
H5 4.50 -1.06 -0.74
H6 4.39 2.67 -0.63
H7 4.89 5.09 -0.72
H8 3.26 6.73 0.14
H9 1.10 5.94 1.06
H10 0.61 3.51 1.18
N3 1.32 -1.23 2.52
C15 0.77 -2.34 3.28
C16 -0.61 -2.78 2.71
O3 -1.26 -3.60 3.32
O4 -0.93 -2.20 1.61
H11 2.32 -1.18 2.57
H12 0.93 -0.34 2.81
H13 0.61 -2.11 4.34
H14 1.42 -3.21 3.21
C17 -5.06 4.16 0.38
C18 -4.90 3.45 1.56
C19 -3.92 2.46 1.64
C20 -3.12 2.18 0.54
C21 -3.28 2.90 -0.64
C22 -4.25 3.89 -0.71
As1 -1.80 0.74 0.79
C23 -2.90 -0.76 0.21
C24 -3.94 -1.35 0.91
C25 -4.54 -2.49 0.41
C26 -4.08 -3.07 -0.77
C27 -3.02 -2.50 -1.46
C28 -2.43 -1.34 -0.98
C29 -1.35 -0.58 -1.65
C30 -0.77 -0.88 -2.88
C31 0.09 0.02 -3.48
C32 0.36 1.25 -2.88
C33 -0.17 1.55 -1.64
C34 -1.01 0.64 -1.00
H15 -5.81 4.94 0.32
H16 -5.53 3.65 2.42
H17 -3.78 1.91 2.56
H18 -2.66 2.68 -1.50
H19 -4.38 4.45 -1.63
H20 -4.27 -0.92 1.84
H21 -5.36 -2.95 0.95
H22 -4.54 -3.97 -1.14
H23 -2.66 -2.96 -2.37
H24 -1.00 -1.82 -3.37
H25 0.54 -0.22 -4.44
H26 1.01 1.96 -3.37
H27 0.06 2.50 -1.17

Computed properties:
- F_max (eV Å⁻¹) = 2.5
- spin multiplicity = 6
- calculated total energy (a.u.) = -4107.6537
- HOMO-LUMO gap (alpha / beta) (eV) = 7.61 / 5.68
- E_LUMO (alpha / beta) (Ha) = 0.000 / -0.072
- net charge = 0
- ΔE to the lowest compared entry with this formula, charge and spin (eV) = 0.6041

***

C32H48Cl5NO4PSSi2V | ωB97M-V with the def2-TZVPD basis set

Geometry (Å):
V1 -0.54 0.31 -0.10
C1 -2.77 -4.41 -0.85
Si1 -1.98 -2.95 0.11
C2 -0.57 -3.72 1.13
C3 -3.29 -2.61 1.45
C4 -1.34 -1.53 -0.97
C5 0.06 -1.77 -1.36
C6 0.62 -2.99 -1.77
C7 1.92 -3.03 -2.24
C8 2.65 -1.85 -2.28
C9 2.06 -0.70 -1.80
N1 0.81 -0.65 -1.37
Si2 -2.16 -1.03 -2.61
C10 -3.70 0.07 -2.67
C11 -2.64 -2.56 -3.64
C12 -0.91 -0.04 -3.67
H1 -3.14 -5.16 -0.15
H2 -2.08 -4.91 -1.53
H3 -3.62 -4.07 -1.44
H4 -0.95 -4.29 1.99
H5 0.04 -2.91 1.52
H6 0.09 -4.37 0.56
H7 -3.40 -3.51 2.06
H8 -4.27 -2.37 1.04
H9 -2.98 -1.80 2.11
H10 0.02 -3.89 -1.73
H11 2.35 -3.97 -2.56
H12 3.67 -1.84 -2.65
H13 2.62 0.23 -1.77
H14 -4.57 -0.37 -2.19
H15 -3.95 0.26 -3.72
H16 -3.50 1.03 -2.20
H17 -3.50 -3.06 -3.20
H18 -1.83 -3.28 -3.70
H19 -2.92 -2.27 -4.66
H20 -0.42 0.71 -3.04
H21 -1.42 0.48 -4.48
H22 -0.14 -0.69 -4.09
Cl1 0.51 2.54 1.38
C13 -1.03 2.07 2.03
C14 -1.77 1.23 1.20
C15 -3.09 1.04 1.64
Cl2 -4.19 0.33 0.51
C16 -3.57 1.49 2.86
Cl3 -5.19 1.13 3.36
C17 -2.74 2.24 3.69
Cl4 -3.30 2.78 5.23
C18 -1.46 2.57 3.25
Cl5 -0.45 3.57 4.22
C19 2.91 2.07 -4.05
C20 2.48 3.35 -3.33
P1 2.00 3.08 -1.54
C21 1.85 4.87 -1.05
C22 0.78 5.63 -1.84
C23 3.63 2.68 -0.74
C24 4.75 3.71 -0.80
H23 3.01 2.26 -5.12
H24 2.16 1.29 -3.92
H25 3.86 1.70 -3.68
H26 1.57 3.73 -3.80
H27 3.25 4.12 -3.42
H28 2.81 5.38 -1.17
H29 1.60 4.87 0.01
H30 1.14 5.88 -2.84
H31 0.52 6.56 -1.34
H32 -0.14 5.04 -1.95
H33 3.98 1.75 -1.20
H34 3.40 2.42 0.30
H35 4.90 4.09 -1.81
H36 5.69 3.25 -0.48
H37 4.56 4.55 -0.14
C25 -2.36 3.37 -0.96
O1 -1.40 2.44 -1.43
H38 -2.37 4.27 -1.58
H39 -2.17 3.67 0.08
H40 -3.33 2.90 -1.01
H41 -0.51 2.80 -1.28
C26 0.69 -4.07 6.64
C27 1.09 -3.17 5.50
C28 1.93 -3.65 4.50
C29 2.22 -2.87 3.39
C30 1.68 -1.59 3.29
C31 0.89 -1.09 4.30
C32 0.60 -1.87 5.40
S1 1.76 -0.75 1.71
O2 2.39 -1.68 0.80
O3 2.49 0.49 1.88
O4 0.30 -0.55 1.47
H42 -0.03 -4.81 6.29
H43 0.23 -3.50 7.45
H44 1.55 -4.61 7.04
H45 2.33 -4.65 4.57
H46 2.82 -3.23 2.57
H47 0.47 -0.09 4.20
H48 -0.04 -1.48 6.19

Computed properties:
- F_max (eV Å⁻¹) = 2.7
- spin multiplicity = 4
- calculated total energy (a.u.) = -6167.5190
- HOMO-LUMO gap (alpha / beta) (eV) = 6.30 / 7.48
- E_LUMO (alpha / beta) (Ha) = 0.091 / 0.091
- net charge = -1

***

C5H14NO | ωB97M-V with the def2-TZVPD basis set

Geometry (Å):
C1 0.08 -1.45 0.62
C2 -1.34 -1.20 0.60
C3 -1.74 0.24 0.10
C4 -2.32 0.41 -1.08
C5 -1.32 1.38 0.99
N1 3.87 -0.15 -0.77
H1 0.46 -2.00 -0.24
H2 0.50 -1.72 1.58
H3 -1.91 -1.88 -0.04
H4 -1.67 -1.29 1.63
H5 -2.51 -0.44 -1.73
H6 -2.70 1.36 -1.42
H7 -2.17 1.93 1.37
H8 -0.62 2.08 0.53
H9 -0.69 1.05 1.83
H10 4.78 -0.31 -1.18
H11 3.41 -0.97 -0.41
H12 3.28 0.18 -1.52
H13 0.77 -0.09 0.07
H14 2.14 0.72 0.00
O1 1.19 0.68 -0.23

Computed properties:
- F_max (eV Å⁻¹) = 4.1
- spin multiplicity = 1
- calculated total energy (a.u.) = -328.4672
- HOMO-LUMO gap (eV) = 5.59
- E_LUMO (Ha) = -0.303
- net charge = +1
- ΔE to the lowest compared entry with this formula, charge and spin (eV) = 5.9605